(1)
Here is a single C3H4N2O molecule from the Open Molecules 2025 dataset. Energies are from wB97M-V/def2-TZVPD.

Properties
Structure (SMILES): Oc1ccn[nH]1
E_HOMO in eV: -8.9
Spin multiplicity: 1
Relative energy (zero: lowest compared OMol25 entry of this formula, charge and spin) in eV: 1.395
HOMO-LUMO gap in eV: 9.46

XYZ file:
```
10
Properties=species:S:1:pos:R:3:forces:R:3:nbo_charge:R:1
O -2.052680 0.142724 0.280193 0.3 0.1 0.1 -0.677
C -0.700701 0.115854 0.095151 0.5 -0.6 -0.4 0.446
C 0.449565 0.851224 0.368724 0.2 -0.4 -0.2 -0.438
C 1.512656 0.018241 -0.165315 -0.2 0.2 -0.1 -0.037
N 1.054841 -1.081018 -0.709447 0.1 0.2 0.2 -0.271
N -0.284306 -1.003983 -0.592042 -0.2 0.0 0.6 -0.382
H -2.444984 0.915692 0.705525 0.7 0.0 -0.1 0.503
H 0.600503 1.821722 0.843949 -0.4 -0.5 -0.2 0.235
H 2.600092 0.127192 -0.221696 -0.6 0.5 0.3 0.212
H -0.734986 -1.907652 -0.605040 -0.5 0.4 -0.2 0.409
```
Forces are in eV/Å.

=====

(2)
Here is a molecular structure, C21H37ClN3O4Pb from the Open Molecules 2025 dataset. Energies are from wB97M-V/def2-TZVPD.

Properties
E_HOMO (alpha / beta) in eV: -0.9 / -1.2
Total charge: -1
Spin multiplicity: 1
Relative energy (zero: lowest compared OMol25 entry of this formula, charge and spin) in eV: 2.764
HOMO-LUMO gap (alpha / beta) in eV: 2.94 / 3.79

XYZ file:
```
67
Properties=species:S:1:pos:R:3:forces:R:3:nbo_charge:R:1
O 1.369953 -0.606494 -3.221550 -0.4 0.4 -1.0 -0.602
C 0.585481 -0.014809 -3.967231 -0.5 -0.4 1.8 0.384
C 0.374504 1.441952 -3.950238 0.1 -0.1 -0.1 -0.203
C 0.737442 2.280277 -2.867480 -0.1 -0.3 -0.3 -0.187
H 0.952939 1.810296 -1.895710 0.1 0.4 -0.5 0.243
C 0.768638 3.662613 -3.068136 0.1 -0.4 0.1 -0.204
H 1.083259 4.291290 -2.234953 -0.1 0.0 -0.2 0.215
C 0.424576 4.216138 -4.308381 0.0 -0.3 0.6 -0.224
H 0.505716 5.293012 -4.448404 -0.1 -0.3 -0.1 0.207
C -0.107556 3.384113 -5.295475 -0.1 0.1 -0.1 -0.257
H -0.475779 3.827883 -6.212119 0.0 -0.1 0.0 0.204
C -0.164840 2.008586 -5.109101 -0.1 0.3 0.1 -0.125
H -0.649073 1.351939 -5.834711 0.4 0.2 0.0 0.200
H -0.150379 -0.609382 -4.554353 0.4 0.2 -0.3 0.117
C -1.998355 -1.560795 -1.487800 -1.3 -1.5 0.2 -0.627
C -2.035159 -0.455902 -0.515272 -0.1 0.8 -3.5 -0.518
H -2.600500 -1.317813 -2.379592 0.3 -0.1 0.0 0.174
H -2.415888 -2.495273 -1.112410 0.2 -0.5 0.1 0.188
H -0.959540 -1.750193 -1.795463 0.0 -0.2 -0.2 0.179
C -2.400539 0.735523 -1.037826 -0.6 0.8 -0.1 -0.096
C -3.826970 1.216814 -1.169148 -0.1 -0.5 -0.9 -0.689
H -1.624187 1.330011 -1.567700 -0.2 0.9 1.1 0.150
H -3.965216 1.812936 -2.098295 -0.1 -0.2 0.4 0.178
H -4.123276 1.823532 -0.296889 0.3 -0.1 -0.2 0.238
H -4.511303 0.338375 -1.163006 0.3 0.4 -0.1 0.204
Pb -0.863994 -0.211149 1.240522 1.3 0.4 1.3 1.156
Cl -3.310998 0.170663 2.184724 -0.8 0.3 0.8 -0.747
C -1.006755 0.577146 4.415976 1.6 -1.1 -1.9 0.525
O -0.144876 0.018842 3.687850 -1.2 1.7 2.5 -0.653
N -1.313952 0.108832 5.628722 -0.3 -0.4 1.1 -0.428
C -0.649240 -1.093129 6.136775 -0.2 0.3 -0.1 -0.422
C -2.292302 0.755009 6.496829 0.3 -0.2 -0.4 -0.398
H -1.609727 1.438173 4.066655 0.3 -0.3 0.2 0.165
H -0.006970 -1.498548 5.345227 -0.3 0.2 0.3 0.259
H -1.411234 -1.832705 6.426699 0.2 0.1 -0.1 0.189
H -0.043852 -0.837109 7.020402 -0.1 -0.1 -0.2 0.177
H -2.753198 1.570576 5.926063 0.0 -0.2 0.3 0.222
H -1.796527 1.155934 7.396629 -0.2 -0.1 -0.2 0.177
H -3.061092 0.027852 6.802057 0.1 0.3 -0.1 0.194
H 4.945090 1.518773 -1.531042 -0.3 0.1 -0.1 0.181
H 4.581597 1.837421 0.998376 -0.3 -0.1 0.0 0.180
C 3.847058 1.633929 -1.565531 -0.2 -0.4 0.4 -0.409
C 3.504805 1.618136 0.920030 -0.2 0.1 -0.3 -0.426
N 3.243129 1.005489 -0.386928 0.4 0.5 0.1 -0.431
H 3.447407 1.139282 -2.463617 0.2 0.3 0.3 0.232
C 2.501058 -0.115052 -0.477926 -0.5 -0.7 1.0 0.510
O 1.902126 -0.620211 0.489692 1.2 0.5 -1.4 -0.650
H 3.192006 0.920946 1.710837 0.0 0.3 -0.3 0.254
H 2.502894 -0.558653 -1.495528 -0.2 0.3 0.5 0.167
H 3.590391 2.707986 -1.586659 0.1 -0.4 -0.1 0.200
H 2.943664 2.566737 1.015223 0.2 -0.4 0.1 0.207
H 0.215720 -6.051975 1.217573 -0.1 0.1 -0.1 0.182
H 2.356813 -5.456638 -0.374104 0.0 0.0 -0.1 0.180
C -0.336778 -5.468986 0.467473 0.2 0.1 -0.2 -0.419
C 1.623522 -4.875041 -0.947486 -0.2 0.1 0.2 -0.399
N 0.522645 -4.442713 -0.104966 0.3 -0.9 -0.3 -0.430
H -1.203364 -4.993944 0.933772 0.2 0.0 -0.1 0.256
C 0.365613 -3.153931 0.215721 -2.2 1.1 1.6 0.520
O -0.549463 -2.758928 0.980967 2.3 -2.1 -1.8 -0.633
H 2.117364 -3.991262 -1.362893 -0.1 -0.2 0.0 0.219
H 1.095813 -2.469853 -0.256490 -0.3 -0.1 0.3 0.165
H -0.652664 -6.147130 -0.333989 -0.1 0.1 0.1 0.185
H 1.250091 -5.500612 -1.765618 0.1 0.1 0.0 0.189
C -0.424348 2.072179 1.124466 -0.3 0.6 -0.3 -1.160
H -1.164021 2.554288 0.471514 0.3 0.1 0.2 0.201
H 0.598804 2.242845 0.765431 -0.1 0.1 0.1 0.169
H -0.546217 2.421933 2.157822 0.2 0.0 -0.2 0.191
```
Forces are in eV/Å.

=====

(3)
Here is a single C23H28N4O4S molecule from the Open Molecules 2025 dataset. Energies are from wB97M-V/def2-TZVPD.

Properties
Structure (SMILES): CCN(CC)CCN(Cc1cc2cc3c(cc2[nH]c1=O)OCO3)C(=S)NCc1ccco1
E_HOMO in eV: -7.8
Spin multiplicity: 1
Relative energy (zero: lowest compared OMol25 entry of this formula, charge and spin) in eV: 3.155
HOMO-LUMO gap in eV: 8.04

XYZ file:
```
60
Properties=species:S:1:pos:R:3:forces:R:3:nbo_charge:R:1
C 4.101295 0.048124 2.216686 -0.2 -0.2 0.1 -0.623
C 2.877688 -0.855778 2.320042 0.2 0.1 0.0 -0.206
N 1.737443 -0.324941 1.582955 0.0 -0.1 0.2 -0.486
C 0.777160 -1.363662 1.220196 -0.1 -0.2 -0.2 -0.213
C 1.188666 -2.126571 -0.034688 -0.1 0.1 0.3 -0.618
C 1.124888 0.833528 2.228825 0.0 0.4 -0.1 -0.229
C 1.200028 2.100068 1.358029 0.1 -0.1 0.6 -0.225
N 0.503278 2.028788 0.092750 0.3 -0.1 0.0 -0.439
C -0.884322 2.448033 0.053539 -0.3 0.1 -0.1 -0.259
C -1.806220 1.301364 0.370710 0.0 0.0 -0.3 -0.139
C -2.034795 0.300604 -0.513083 -0.1 0.3 0.3 -0.137
C -2.860132 -0.817295 -0.197679 -0.3 -0.1 0.5 -0.064
C -3.079361 -1.864405 -1.115488 -0.3 -0.4 0.1 -0.225
C -3.890547 -2.887898 -0.722626 -0.1 0.2 0.4 0.194
C -4.492339 -2.910573 0.548731 0.3 0.2 -0.4 0.341
C -4.295626 -1.912292 1.463199 -0.1 -0.3 -0.1 -0.330
C -3.462700 -0.850217 1.075933 0.2 -0.3 -0.7 0.188
N -3.213322 0.178830 1.940860 -0.1 0.1 0.4 -0.560
C -2.404640 1.272116 1.698109 -0.2 -0.3 -0.1 0.623
O -2.234220 2.106347 2.572285 0.1 0.3 0.2 -0.643
O -5.244625 -4.038680 0.671897 0.1 0.4 0.4 -0.484
C -5.119749 -4.731068 -0.553941 -0.5 -1.1 -0.4 0.235
O -4.262414 -4.012120 -1.410306 0.3 0.3 -0.2 -0.473
C 1.119301 1.601352 -1.038598 0.2 -0.1 0.1 0.332
S 0.485342 1.881747 -2.550734 -0.3 0.1 -1.0 -0.330
N 2.281580 0.944827 -0.867592 -0.1 0.2 0.2 -0.645
C 3.183542 0.601510 -1.942513 0.3 0.1 0.0 -0.283
C 4.457367 1.371337 -1.815252 -0.3 0.5 -0.6 0.268
C 4.839265 2.578832 -2.318836 -0.3 -0.6 0.1 -0.298
C 6.136885 2.830112 -1.808412 0.3 -0.3 0.4 -0.311
C 6.444611 1.760528 -1.028967 0.4 0.7 -0.2 0.079
O 5.434986 0.872062 -1.022166 -0.2 -0.4 0.1 -0.413
H 4.923472 -0.390233 2.777145 0.1 0.0 0.1 0.216
H 3.899906 1.035193 2.625534 0.0 0.1 0.0 0.202
H 4.412786 0.155924 1.180848 0.1 0.0 -0.1 0.218
H 2.622884 -1.013975 3.381876 0.0 -0.1 -0.1 0.169
H 3.128316 -1.828786 1.893468 0.0 0.0 0.1 0.198
H 0.632637 -2.070144 2.054090 -0.1 0.1 0.0 0.172
H -0.183134 -0.886227 1.018135 0.0 0.0 0.1 0.208
H 1.202250 -1.459421 -0.891227 0.0 0.1 -0.1 0.216
H 0.467757 -2.917418 -0.226609 0.0 -0.1 -0.1 0.215
H 2.171828 -2.577226 0.074086 0.1 -0.1 0.0 0.201
H 0.076395 0.637160 2.470336 0.1 0.0 0.1 0.205
H 1.633658 1.055329 3.172154 0.0 0.0 0.0 0.199
H 0.753179 2.916882 1.931565 0.1 0.0 -0.1 0.220
H 2.247301 2.349644 1.161829 -0.1 0.0 0.1 0.210
H -1.039935 3.243443 0.785328 0.1 -0.1 -0.1 0.232
H -1.088220 2.823269 -0.953913 0.0 0.0 0.3 0.260
H -1.576924 0.339031 -1.491031 0.1 0.1 -0.1 0.245
H -2.619379 -1.842791 -2.088475 0.1 0.0 -0.2 0.235
H -4.760024 -1.937475 2.434821 -0.1 0.0 0.2 0.228
H -3.651344 0.155517 2.854646 0.2 0.1 -0.1 0.414
H -4.703261 -5.733418 -0.367777 0.0 0.3 0.0 0.162
H -6.112557 -4.831597 -1.020755 0.2 0.1 0.1 0.161
H 2.432338 0.516680 0.047984 -0.1 0.0 -0.1 0.445
H 3.399446 -0.471334 -1.912148 -0.1 0.0 -0.1 0.211
H 2.692772 0.853565 -2.887030 0.1 -0.1 0.2 0.268
H 4.267641 3.204150 -2.972934 -0.2 0.1 -0.1 0.235
H 6.749769 3.686923 -1.998936 0.2 0.1 0.0 0.228
H 7.313583 1.518169 -0.450008 0.1 -0.1 0.1 0.201
```
Forces are in eV/Å.

=====

(4)
Here is a single C4H8N2O molecule from the Open Molecules 2025 dataset. Energies are from wB97M-V/def2-TZVPD.

Properties
Structure (SMILES): C[C@](O)(C#N)CN
E_HOMO in eV: -10.3
Spin multiplicity: 1
Relative energy (zero: lowest compared OMol25 entry of this formula, charge and spin) in eV: 1.397
HOMO-LUMO gap in eV: 10.95

XYZ file:
```
15
Properties=species:S:1:pos:R:3:forces:R:3:nbo_charge:R:1
C 0.695738 1.352343 -0.470446 0.0 0.1 0.0 -0.618
C 0.625458 -0.022780 0.197327 0.1 0.0 -0.4 0.138
O 0.537697 0.100043 1.592685 -0.1 0.1 0.2 -0.703
C 1.849522 -0.791453 -0.120658 0.8 -0.5 -0.3 0.274
N 2.786216 -1.387214 -0.444218 -0.9 0.6 0.3 -0.314
C -0.609984 -0.813118 -0.314758 0.1 -0.1 0.0 -0.231
N -1.767743 -0.320601 0.424180 -0.2 -0.1 -0.1 -0.869
H 1.525884 1.925851 -0.053509 -0.1 0.0 0.0 0.233
H -0.244237 1.869411 -0.252015 0.1 0.0 0.0 0.214
H 0.823303 1.283949 -1.557131 0.0 -0.1 0.2 0.217
H -0.409074 0.295200 1.746508 0.2 -0.1 0.0 0.493
H -0.451504 -1.876680 -0.114129 0.0 0.1 0.0 0.210
H -0.721265 -0.694399 -1.400884 0.1 0.0 0.3 0.199
H -2.246260 -1.074984 0.894728 -0.1 0.1 0.0 0.380
H -2.426670 0.173036 -0.162063 0.0 -0.1 0.1 0.377
```
Forces are in eV/Å.